13 unconnected molecules or ions with the total composition C60H142N4O13 at a distorted geometry, computed with ωB97M-V with the def2-TZVPD basis set.

Structure (ORCA input):
```
! wB97M-V def2-TZVPD RIJCOSX def2/J DEFGRID3
* xyz 0 1
C 3.872 0.288 2.329
C 4.756 -0.935 2.580
C 3.930 -1.984 3.288
C 4.637 -3.402 3.320
C 4.853 -3.785 1.884
C 5.785 -2.764 1.155
N 5.096 -1.504 1.246
O 5.925 -0.574 0.547
C 7.206 -2.835 1.753
C 5.887 -3.214 -0.302
C 5.932 -0.419 3.437
H 3.097 0.081 1.597
H 4.564 1.033 1.828
H 3.485 0.708 3.217
H 3.724 -1.578 4.332
H 2.941 -2.008 2.870
H 3.979 -4.132 3.762
H 5.578 -3.331 3.815
H 3.925 -3.813 1.318
H 5.340 -4.796 1.817
H 7.822 -1.973 1.440
H 7.361 -3.051 2.827
H 7.731 -3.715 1.314
H 6.284 -4.237 -0.300
H 4.903 -3.367 -0.749
H 6.483 -2.546 -0.855
H 6.498 -1.192 3.972
H 5.531 0.273 4.141
H 6.581 0.091 2.669
H 5.410 -0.071 -0.065
C 0.210 -2.753 -6.923
C 0.520 -3.525 -5.594
C 0.613 -5.010 -5.967
C 1.142 -5.857 -4.831
C 2.495 -5.393 -4.382
C 2.580 -3.856 -4.053
N 1.854 -3.071 -5.097
O 1.647 -1.741 -4.583
C 2.017 -3.515 -2.665
C 4.082 -3.489 -4.098
C -0.612 -3.316 -4.655
H -0.079 -1.694 -6.761
H -0.608 -3.214 -7.428
H 1.092 -2.792 -7.556
H -0.376 -5.374 -6.288
H 1.334 -5.236 -6.813
H 0.980 -6.933 -5.101
H 0.417 -5.795 -3.986
H 3.136 -5.685 -5.168
H 2.894 -5.906 -3.503
H 0.920 -3.618 -2.543
H 2.436 -4.245 -1.969
H 2.306 -2.461 -2.424
H 4.246 -2.460 -3.857
H 4.686 -4.156 -3.406
H 4.331 -3.731 -5.127
H -1.575 -3.460 -5.238
H -0.568 -2.380 -4.175
H -0.684 -4.112 -3.954
H 2.293 -1.182 -5.021
C 2.072 2.711 0.133
C 2.598 2.609 -1.249
C 3.747 1.460 -1.274
C 4.258 1.080 -2.683
C 3.051 0.886 -3.661
C 1.907 1.902 -3.553
N 1.525 2.103 -2.128
O 0.356 2.944 -2.097
C 2.323 3.076 -4.375
C 0.644 1.280 -4.247
C 3.147 4.021 -1.628
H 2.874 2.994 0.894
H 1.702 1.691 0.396
H 1.281 3.475 0.111
H 4.570 1.879 -0.704
H 3.397 0.540 -0.780
H 4.818 0.127 -2.678
H 5.057 1.829 -2.969
H 2.694 -0.125 -3.457
H 3.526 0.738 -4.663
H 3.216 3.466 -4.005
H 2.583 2.782 -5.370
H 1.602 3.910 -4.326
H 0.434 0.343 -3.711
H -0.180 1.946 -4.246
H 0.855 1.053 -5.296
H 4.198 4.078 -1.883
H 2.964 4.679 -0.725
H 2.543 4.483 -2.421
H -0.246 2.346 -1.636
C -4.018 8.541 -2.410
C -4.286 7.400 -1.521
C -4.564 6.218 -2.401
C -3.451 5.728 -3.291
C -2.413 5.224 -2.375
C -1.966 6.280 -1.271
N -3.123 7.025 -0.679
O -2.725 8.084 0.194
C -1.145 5.621 -0.105
C -0.893 7.254 -1.988
C -5.436 7.594 -0.520
H -4.856 8.801 -3.014
H -3.235 8.267 -3.121
H -3.590 9.383 -1.908
H -4.820 5.325 -1.749
H -5.553 6.398 -2.835
H -3.131 6.447 -4.006
H -3.880 4.874 -3.865
H -1.520 4.847 -2.824
H -2.982 4.474 -1.784
H -1.913 4.978 0.471
H -0.337 5.027 -0.442
H -0.790 6.374 0.503
H -0.477 8.123 -1.407
H 0.003 6.592 -2.047
H -1.115 7.536 -3.001
H -6.382 7.905 -0.980
H -5.081 8.356 0.219
H -5.674 6.628 -0.020
H -2.110 8.675 -0.230
C -1.492 1.141 5.308
C -1.807 1.393 3.858
C -0.975 2.450 3.139
O -1.542 0.106 3.252
H -1.566 2.033 6.032
H -0.425 0.819 5.402
H -2.105 0.291 5.725
H -2.877 1.653 3.778
H -0.963 2.307 2.054
H 0.079 2.357 3.525
H -1.322 3.446 3.360
H -2.362 -0.463 3.398
C 0.175 3.271 7.970
C 1.195 2.125 7.944
C 2.414 2.266 7.152
O 1.513 1.843 9.327
H 0.034 3.532 6.994
H 0.561 4.124 8.421
H -0.772 2.932 8.391
H 0.667 1.211 7.601
H 2.971 3.239 7.366
H 2.114 2.293 6.160
H 3.068 1.378 7.351
H 2.318 2.342 9.624
C 1.345 -5.747 3.146
C 1.147 -4.894 1.843
C 1.624 -5.557 0.565
O -0.290 -4.701 1.621
H 2.448 -5.794 3.442
H 0.955 -6.771 3.075
H 0.818 -5.195 3.931
H 1.577 -3.937 2.140
H 2.650 -5.939 0.739
H 1.736 -4.867 -0.261
H 1.002 -6.460 0.264
H -0.715 -4.199 2.336
C -4.415 3.271 1.618
C -4.778 2.041 0.945
C -5.166 2.330 -0.454
O -3.675 1.048 1.065
H -3.495 3.615 1.131
H -4.175 3.030 2.605
H -5.099 4.078 1.565
H -5.540 1.512 1.514
H -4.409 2.937 -1.027
H -6.143 2.746 -0.419
H -5.271 1.339 -1.026
H -2.759 1.363 0.859
C -3.169 -3.196 -2.241
C -2.738 -3.777 -0.944
C -3.424 -5.115 -0.475
O -1.284 -4.021 -1.004
H -4.236 -2.961 -2.220
H -2.944 -3.921 -3.087
H -2.615 -2.318 -2.516
H -2.882 -3.038 -0.162
H -4.482 -4.945 -0.392
H -3.007 -5.501 0.471
H -3.290 -5.896 -1.221
H -1.049 -4.489 -0.186
C -2.672 -3.028 5.493
C -2.738 -2.890 3.940
C -3.501 -4.143 3.433
O -3.574 -1.728 3.598
H -2.311 -3.968 5.833
H -3.683 -2.991 5.875
H -2.062 -2.319 6.018
H -1.778 -2.793 3.434
H -2.983 -4.999 3.772
H -3.609 -4.080 2.353
H -4.453 -4.209 3.937
H -3.873 -1.633 2.643
C -6.661 -2.536 1.291
C -5.841 -1.406 0.586
O -4.473 -1.411 1.004
H -7.639 -2.594 0.862
H -6.681 -2.341 2.346
H -6.168 -3.523 1.052
H -6.311 -0.417 0.893
H -5.850 -1.434 -0.520
H -4.155 -0.451 0.969
C -2.795 0.948 -2.841
C -1.965 0.336 -1.680
O -1.458 1.425 -0.872
H -3.755 1.153 -2.432
H -2.956 0.119 -3.567
H -2.364 1.888 -3.223
H -1.157 -0.399 -1.891
H -2.720 -0.196 -1.148
H -0.861 0.968 -0.196
C 0.979 -1.632 -0.208
C -0.084 -1.324 0.825
O -0.179 0.118 1.009
H 0.702 -1.207 -1.174
H 1.217 -2.696 -0.284
H 1.903 -1.140 0.053
H 0.131 -1.779 1.786
H -0.987 -1.650 0.450
H -0.675 0.229 1.829
*
```

## Properties
HOMO energy ... -8.31 eV
Calculated total energy ... -97093.647 eV
LUMO ... 0.513 eV
Largest force on an atom ... 0.0851 Eh/bohr